1.
This record from the Open Molecules 2025 dataset describes 2 unconnected molecules or ions with the total composition CH4O3S at a distorted geometry. The level of theory is the ωB97M-V functional and the def2-TZVPD basis.

Geometry (Å):
O: -0.26 -0.80 -1.50
C: -0.83 0.19 -1.79
O: -1.24 1.17 -0.96
H: -1.05 0.56 -2.77
H: -1.24 0.99 -0.04
O: 1.80 -1.10 2.04
S: 0.62 0.10 2.24
H: 1.51 -1.93 1.61
H: 0.69 0.83 1.16

Values from the calculation:
HOMO: -0.35264 hartree
frontier orbital gap: 9.83 eV
SMILES: O=CO.OS
LUMO energy: 0.23 eV
energy above the lowest of the compared OMol25 structures with the same formula, charge and spin: 32.9 kcal/mol
electronic energy: -664.36973 Ha
strongest force on any atom: 2.02 eV/A



2.
This record from the Open Molecules 2025 dataset describes CH4O3S in the gas phase at a distorted geometry. The level of theory is the ωB97M-V functional and the def2-TZVPD basis.

Geometry (Å):
C: 0.06 0.56 0.35
O: 0.97 -2.09 -0.65
O: 2.43 1.17 -0.65
O: 2.66 -0.01 0.02
S: 1.43 -0.65 0.67
H: -0.69 -0.02 -0.09
H: 0.64 1.29 -0.15
H: -0.37 1.02 1.21
H: 0.07 -2.09 -0.84

Values from the calculation:
HOMO (alpha / beta): -0.32615 / -0.32617 hartree
frontier orbital gap (alpha / beta): 7.79 / 7.79 eV
LUMO energy (alpha / beta): -1.08 / -1.08 eV
energy above the lowest of the compared OMol25 structures with the same formula, charge and spin: 168.6 kcal/mol
electronic energy: -664.15340 Ha
strongest force on any atom: 4.80 eV/A



3.
This record from the Open Molecules 2025 dataset describes a molecular structure, CH4O4PS at a distorted geometry. The level of theory is the ωB97M-V functional and the def2-TZVPD basis.

Geometry (Å):
C: -0.94 0.79 0.14
O: 1.53 -0.28 1.42
O: 1.01 -1.12 -0.78
O: 2.86 0.45 -0.48
O: 0.71 1.32 -0.19
P: -0.93 -1.14 0.18
S: 1.61 0.06 0.06
H: -1.46 1.00 -0.72
H: -1.08 1.13 1.16
H: -1.01 -1.47 -1.17
H: -2.31 -0.74 0.37

Values from the calculation:
HOMO: -0.16738 hartree
frontier orbital gap: 8.61 eV
LUMO energy: 4.05 eV
energy above the lowest of the compared OMol25 structures with the same formula, charge and spin: 51.3 kcal/mol
electronic energy: -1080.98589 Ha
total charge: -1
strongest force on any atom: 5.75 eV/A



4.
This record from the Open Molecules 2025 dataset describes CH4O4Si in the gas phase at a distorted geometry. The level of theory is the ωB97M-V functional and the def2-TZVPD basis.

Geometry (Å):
O: 2.41 1.06 0.46
C: 1.61 0.19 -0.15
O: 0.41 0.56 -0.15
Si: -1.10 0.05 0.33
O: 1.89 -1.29 0.39
O: 2.08 -0.72 -0.92
H: 3.38 0.67 0.53
H: -0.76 0.18 1.85
H: -0.99 -1.47 0.00
H: -2.01 0.85 -0.44

Values from the calculation:
HOMO: -0.35505 hartree
frontier orbital gap: 10.16 eV
SMILES: OC1(O[SiH3])OO1
LUMO energy: 0.50 eV
energy above the lowest of the compared OMol25 structures with the same formula, charge and spin: 168.6 kcal/mol
electronic energy: -630.81567 Ha
strongest force on any atom: 4.12 eV/A



5.
This record from the Open Molecules 2025 dataset describes CH4OSSi in the gas phase at a distorted geometry. The level of theory is the ωB97M-V functional and the def2-TZVPD basis.

Geometry (Å):
C: 0.74 -1.60 -0.09
O: 1.66 -3.62 1.13
Si: -0.03 0.15 -0.50
S: 1.25 -2.20 1.33
H: 0.98 -2.16 -0.97
H: 0.79 1.14 -1.07
H: -0.62 0.37 0.90
H: -1.23 -0.10 -1.42

Values from the calculation:
HOMO: -0.35733 hartree
frontier orbital gap: 9.20 eV
LUMO energy: -0.52 eV
energy above the lowest of the compared OMol25 structures with the same formula, charge and spin: 10.1 kcal/mol
electronic energy: -803.33731 Ha
strongest force on any atom: 4.28 eV/A



6.
This record from the Open Molecules 2025 dataset describes CH4OSSi in the gas phase at a distorted geometry. The level of theory is the ωB97M-V functional and the def2-TZVPD basis.

Geometry (Å):
C: -1.67 0.02 0.73
O: -4.15 -0.16 0.21
Si: 0.29 0.38 -0.03
S: -2.85 0.12 -0.39
H: -1.86 -0.15 1.73
H: 0.78 -0.72 -0.79
H: 1.06 0.56 1.21
H: 0.58 1.40 -0.86

Values from the calculation:
HOMO: -0.35862 hartree
frontier orbital gap: 9.42 eV
LUMO energy: -0.34 eV
energy above the lowest of the compared OMol25 structures with the same formula, charge and spin: 19.2 kcal/mol
electronic energy: -803.32283 Ha
strongest force on any atom: 5.57 eV/A



7.
This record from the Open Molecules 2025 dataset describes CH4P2 in the gas phase at a distorted geometry. The level of theory is the ωB97M-V functional and the def2-TZVPD basis.

Geometry (Å):
H: 2.86 0.09 0.65
P: 2.09 -0.97 -0.19
C: 0.20 0.11 0.28
P: -1.17 -0.23 -0.69
H: 0.29 1.19 0.42
H: -2.13 -1.01 0.01
H: -2.14 0.81 -0.47

Values from the calculation:
HOMO (alpha / beta): -0.32254 / -0.30006 hartree
frontier orbital gap (alpha / beta): 7.93 / 6.92 eV
SMILES: [H]/P=C/P
LUMO energy (alpha / beta): -0.85 / -1.25 eV
energy above the lowest of the compared OMol25 structures with the same formula, charge and spin: 76.9 kcal/mol
electronic energy: -723.02432 Ha
strongest force on any atom: 4.96 eV/A



8.
This record from the Open Molecules 2025 dataset describes a molecular structure, CH4P2S at a distorted geometry. The level of theory is the ωB97M-V functional and the def2-TZVPD basis.

Geometry (Å):
C: 0.60 -0.69 -0.69
P: -0.38 -0.64 0.86
P: 0.46 0.86 -1.22
S: -1.49 0.61 1.88
H: 0.33 -1.68 1.44
H: -1.28 -1.57 0.31
H: 1.48 1.19 -2.22
H: 0.28 1.92 -0.37

Values from the calculation:
HOMO: -0.32772 hartree
frontier orbital gap: 7.72 eV
LUMO energy: -1.19 eV
energy above the lowest of the compared OMol25 structures with the same formula, charge and spin: 95.4 kcal/mol
electronic energy: -1121.23947 Ha
strongest force on any atom: 2.83 eV/A